# 1
C52H124F2N8O9S2 | ωB97M-V/def2-TZVPD

- total charge = +7
- expectation value of S² = 0.754
- gap between HOMO and LUMO (spin up / spin down) (eV) = 5.93 / 0.49
- 2S+1 = 2

Structure (XYZ):
```
197
C52H124F2N8O9S2 ωB97M-V/def2-TZVPD
C 3.851 0.063 4.198
C 5.141 0.593 4.928
N 5.385 0.190 6.422
C 4.248 0.754 7.354
C 5.385 -1.372 6.593
C 6.389 -2.099 5.635
C 6.747 0.700 6.881
C 6.737 2.184 7.431
O 6.316 3.004 6.322
C 6.598 4.411 6.442
H 2.995 -0.067 4.860
H 3.917 -0.973 3.866
H 3.635 0.688 3.332
H 5.013 1.675 4.903
H 6.107 0.341 4.491
H 4.433 0.503 8.399
H 3.363 0.183 7.075
H 4.038 1.787 7.079
H 4.335 -1.650 6.501
H 5.585 -1.613 7.637
H 7.290 -1.487 5.690
H 6.117 -1.994 4.585
H 6.591 -3.146 5.861
H 7.515 0.689 6.108
H 6.956 0.016 7.703
H 7.642 2.506 7.946
H 6.027 2.236 8.256
H 7.627 4.759 6.531
H 6.196 4.649 7.427
H 5.997 5.042 5.787
C -6.528 6.070 -1.520
C -7.239 4.721 -1.244
N -6.849 4.027 0.121
C -7.487 2.650 0.247
C -5.261 3.905 0.377
C -4.482 2.936 -0.622
C -7.405 4.969 1.237
C -7.247 4.556 2.706
O -7.764 3.296 3.146
C -9.214 3.235 3.324
H -5.443 6.171 -1.552
H -6.870 6.720 -0.714
H -6.720 6.490 -2.507
H -7.028 3.999 -2.033
H -8.314 4.900 -1.238
H -7.307 2.276 -0.761
H -8.547 2.830 0.426
H -7.111 1.920 0.964
H -5.143 3.515 1.388
H -4.867 4.921 0.390
H -4.841 1.908 -0.675
H -3.417 3.048 -0.418
H -4.634 3.318 -1.632
H -8.450 5.147 0.983
H -6.959 5.957 1.126
H -7.563 5.316 3.420
H -6.167 4.480 2.838
H -9.505 2.227 3.619
H -9.774 3.450 2.414
H -9.561 3.949 4.070
C 1.236 2.886 -1.564
C 2.514 2.535 -2.388
N 2.292 1.884 -3.781
C 1.184 0.783 -3.690
C 1.852 3.079 -4.707
C 1.574 2.802 -6.212
C 3.606 1.371 -4.413
C 3.985 -0.023 -3.990
O 4.104 -0.220 -2.553
C 4.263 -1.563 -2.110
H 1.505 3.188 -0.552
H 0.570 2.028 -1.468
H 0.744 3.718 -2.067
H 3.061 1.742 -1.878
H 3.140 3.426 -2.345
H 1.414 0.089 -2.881
H 1.217 0.341 -4.686
H 0.154 1.110 -3.550
H 2.600 3.867 -4.627
H 0.946 3.400 -4.192
H 0.783 3.461 -6.569
H 1.137 1.807 -6.295
H 2.456 2.981 -6.828
H 4.203 2.214 -4.063
H 3.589 1.331 -5.502
H 4.942 -0.282 -4.441
H 3.384 -0.856 -4.354
H 4.706 -1.740 -1.130
H 4.743 -2.122 -2.914
H 3.217 -1.858 -2.028
C -2.214 2.021 3.830
C -2.060 3.136 2.795
O -2.954 3.944 2.467
N -0.636 3.469 2.375
H 0.023 3.611 3.127
H -0.348 2.577 1.999
C -0.556 4.602 1.241
H -3.282 1.870 3.991
H -1.716 2.393 4.725
H -1.771 1.038 3.669
H -0.940 5.451 1.807
H -1.079 4.281 0.340
H 0.507 4.777 1.073
C 4.027 3.987 2.703
C 4.307 4.120 1.203
O 3.398 4.574 0.455
N 5.682 3.680 0.693
H 6.371 4.405 0.837
H 5.997 2.866 1.202
C 5.641 3.263 -0.833
H 3.980 2.949 3.033
H 2.972 4.234 2.816
H 4.740 4.528 3.325
H 6.658 3.273 -1.225
H 4.986 4.014 -1.275
H 5.229 2.262 -0.958
C 2.068 -4.637 -3.222
C 2.090 -5.559 -1.977
C 2.180 -4.746 -0.670
C 2.363 -5.528 0.604
N 2.083 -4.677 1.915
C 3.214 -3.743 2.258
C 3.022 -3.517 3.783
C 2.382 -4.840 4.286
C 2.209 -5.733 3.070
C 0.651 -4.078 1.922
C -0.507 -5.021 1.641
C -1.866 -4.670 2.254
H 2.945 -3.990 -3.236
H 1.190 -4.007 -3.078
H 2.118 -5.202 -4.153
H 2.799 -6.381 -2.069
H 1.158 -6.101 -1.817
H 1.234 -4.205 -0.651
H 2.924 -3.972 -0.861
H 3.363 -5.961 0.644
H 1.660 -6.358 0.677
H 2.904 -2.938 1.592
H 4.131 -4.207 1.895
H 2.364 -2.687 4.039
H 3.998 -3.289 4.213
H 1.460 -4.814 4.866
H 3.027 -5.359 4.996
H 1.401 -6.425 3.307
H 3.143 -6.266 2.895
H 0.624 -3.271 1.190
H 0.548 -3.639 2.914
H -0.223 -6.043 1.895
H -0.619 -4.893 0.565
H -1.964 -3.599 2.430
H -2.109 -5.187 3.182
H -2.602 -4.964 1.505
C -0.580 -2.044 -3.388
C -1.654 -3.014 -2.744
C -3.057 -2.915 -3.353
C -3.103 -3.227 -4.911
N -4.498 -3.367 -5.574
C -5.297 -4.422 -4.819
C -6.308 -3.536 -4.035
C -6.485 -2.161 -4.810
C -5.179 -1.960 -5.507
C -4.366 -3.884 -7.057
C -3.262 -3.126 -7.872
C -3.558 -3.355 -9.322
H -0.425 -2.412 -4.403
H 0.416 -1.925 -2.961
H -0.977 -1.031 -3.454
H -1.793 -2.928 -1.666
H -1.162 -3.967 -2.939
H -3.359 -1.875 -3.225
H -3.776 -3.505 -2.785
H -2.555 -4.098 -5.271
H -2.515 -2.405 -5.319
H -5.815 -5.162 -5.430
H -4.675 -5.074 -4.206
H -7.302 -3.967 -4.158
H -5.916 -3.400 -3.027
H -7.356 -2.202 -5.464
H -6.602 -1.368 -4.071
H -5.284 -1.685 -6.556
H -4.608 -1.153 -5.046
H -5.352 -3.699 -7.485
H -4.378 -4.974 -7.053
H -2.296 -3.596 -7.685
H -3.274 -2.064 -7.626
H -3.639 -4.410 -9.584
H -2.786 -2.844 -9.897
H -4.475 -2.865 -9.648
N -0.265 1.176 1.125
S 1.054 0.200 1.120
O 1.545 -0.355 -0.123
O 1.445 -0.545 2.329
F 1.982 1.590 1.303
S -1.178 0.108 0.584
O -1.371 -1.131 1.314
O -1.348 0.027 -0.870
F -2.537 0.875 1.004
```


# 2
C52H130O26 | ωB97M-V/def2-TZVPD

- total charge = 0
- gap between HOMO and LUMO (eV) = 9.40

Structure (XYZ):
```
208
C52H130O26 ωB97M-V/def2-TZVPD
C 2.798 6.390 0.035
O 3.471 7.595 -0.181
C 4.751 7.660 0.520
C 5.622 8.699 -0.076
O 5.980 8.446 -1.448
C 6.925 9.323 -2.037
H 2.336 6.413 1.022
H 3.446 5.515 0.005
H 1.966 6.212 -0.646
H 5.327 6.737 0.451
H 4.731 7.853 1.593
H 6.504 8.926 0.523
H 4.992 9.585 0.001
H 7.812 9.349 -1.405
H 6.456 10.254 -2.358
H 7.205 8.715 -2.897
C 5.640 1.683 -0.660
O 6.559 2.495 -1.314
C 6.636 2.467 -2.719
C 7.651 3.494 -3.143
O 7.261 4.908 -3.044
C 7.285 5.279 -1.712
H 4.785 1.675 -1.336
H 5.338 1.863 0.372
H 5.820 0.609 -0.615
H 5.668 2.690 -3.167
H 7.030 1.501 -3.035
H 7.785 3.321 -4.210
H 8.606 3.207 -2.704
H 8.302 5.313 -1.321
H 6.645 4.690 -1.055
H 7.087 6.341 -1.566
C 0.627 -8.387 1.219
O -0.312 -8.237 2.264
C -0.044 -9.101 3.479
C -1.196 -8.936 4.505
O -1.588 -7.646 4.840
C -0.620 -6.647 5.241
H 0.915 -9.398 0.930
H 1.584 -7.996 1.565
H 0.433 -7.896 0.265
H 0.880 -8.816 3.983
H 0.178 -10.118 3.154
H -0.950 -9.316 5.497
H -2.116 -9.333 4.076
H -0.243 -6.933 6.222
H -1.092 -5.700 5.505
H 0.124 -6.452 4.469
C -6.130 -3.085 5.628
O -6.264 -4.403 6.164
C -6.178 -5.475 5.164
C -6.186 -6.926 5.771
O -6.244 -8.012 4.801
C -5.188 -7.876 3.880
H -6.883 -2.742 4.918
H -5.127 -2.862 5.264
H -6.173 -2.404 6.478
H -5.254 -5.265 4.625
H -6.998 -5.323 4.462
H -7.053 -6.942 6.431
H -5.357 -7.168 6.436
H -5.516 -7.159 3.128
H -4.906 -8.836 3.447
H -4.238 -7.537 4.293
C -5.420 5.515 -0.437
O -5.479 6.088 -1.770
C -4.268 6.794 -2.168
C -2.959 5.951 -2.238
O -2.695 5.514 -0.965
C -1.803 4.433 -1.032
H -5.176 6.324 0.251
H -4.842 4.593 -0.374
H -6.385 5.173 -0.064
H -4.036 7.741 -1.679
H -4.389 7.064 -3.217
H -2.104 6.456 -2.686
H -3.197 5.162 -2.952
H -2.270 3.479 -1.275
H -1.277 4.309 -0.085
H -1.069 4.706 -1.790
C 0.697 -5.133 -4.308
O 0.037 -6.165 -3.591
C 0.127 -6.225 -2.161
C -0.508 -5.174 -1.396
O 0.013 -3.919 -1.724
C -0.720 -2.941 -1.058
H 0.686 -5.365 -5.373
H 1.698 -5.109 -3.877
H 0.055 -4.273 -4.113
H 1.206 -6.247 -2.004
H -0.226 -7.207 -1.846
H -0.422 -5.254 -0.312
H -1.583 -5.217 -1.569
H -1.801 -2.959 -1.198
H -0.492 -1.985 -1.530
H -0.688 -2.965 0.031
C -5.234 3.723 3.201
O -5.894 2.987 2.169
C -5.137 2.018 1.546
C -5.900 0.683 1.223
O -6.432 0.695 -0.088
C -7.478 1.561 -0.543
H -5.920 4.365 3.754
H -4.445 4.222 2.639
H -4.746 3.083 3.936
H -4.231 1.729 2.079
H -4.698 2.424 0.635
H -6.744 0.472 1.880
H -5.118 -0.041 1.450
H -8.068 1.933 0.294
H -8.245 1.097 -1.164
H -6.938 2.307 -1.126
C -0.664 0.584 -3.899
O 0.765 0.782 -4.106
C 1.373 -0.239 -4.950
C 1.849 -1.500 -4.216
O 2.799 -0.989 -3.318
C 3.463 -1.947 -2.509
H -1.185 1.027 -4.748
H -1.090 1.136 -3.061
H -0.971 -0.446 -3.717
H 2.091 0.242 -5.614
H 0.694 -0.567 -5.737
H 2.282 -2.224 -4.906
H 1.017 -2.081 -3.819
H 2.697 -2.377 -1.865
H 4.197 -1.545 -1.811
H 3.906 -2.732 -3.121
C 5.776 -4.815 -2.318
O 4.478 -5.326 -1.897
C 4.281 -5.421 -0.461
C 3.950 -4.112 0.255
O 3.976 -4.148 1.716
C 2.910 -4.934 2.271
H 6.536 -5.568 -2.108
H 6.097 -3.872 -1.876
H 5.726 -4.702 -3.401
H 5.130 -5.898 0.028
H 3.577 -6.242 -0.328
H 3.075 -3.721 -0.264
H 4.838 -3.515 0.045
H 1.985 -4.393 2.070
H 3.011 -5.071 3.347
H 2.815 -5.960 1.917
C -2.068 -2.405 2.564
O -0.835 -1.925 2.164
C -0.534 -0.690 2.697
C -0.963 0.555 1.842
O -0.606 0.505 0.502
C 0.741 0.411 0.210
H -2.707 -1.850 1.878
H -2.638 -2.224 3.475
H -2.153 -3.457 2.292
H 0.530 -0.687 2.931
H -0.985 -0.514 3.673
H -0.412 1.413 2.227
H -1.987 0.914 1.942
H 0.809 -0.140 -0.727
H 1.281 0.045 1.083
H 1.209 1.349 -0.088
C -3.768 -0.896 -1.865
O -3.829 -2.262 -2.166
C -5.118 -2.700 -2.080
C -5.352 -3.471 -0.750
O -5.120 -2.586 0.336
C -5.464 -3.293 1.529
H -3.987 -0.810 -0.800
H -4.343 -0.183 -2.456
H -2.719 -0.603 -1.912
H -5.304 -3.471 -2.828
H -5.892 -1.948 -2.237
H -4.709 -4.350 -0.696
H -6.412 -3.726 -0.735
H -6.438 -3.781 1.504
H -5.433 -2.652 2.411
H -4.740 -4.085 1.721
C 0.723 6.597 4.086
O 1.416 5.484 3.768
C 0.504 4.352 3.602
C 0.517 3.419 4.772
O -0.535 2.425 4.830
C -0.251 1.594 5.939
H 0.407 7.098 3.171
H 1.463 7.123 4.689
H -0.175 6.427 4.680
H 0.960 3.709 2.850
H -0.429 4.711 3.167
H 0.402 3.938 5.724
H 1.497 2.951 4.868
H -0.365 2.013 6.939
H 0.700 1.060 5.957
H -0.847 0.729 5.649
C 2.693 3.435 -3.535
O 3.532 4.007 -4.482
C 3.047 3.575 -5.761
C 3.939 4.434 -6.724
O 3.885 5.849 -6.358
C 4.356 6.707 -7.385
H 1.738 3.943 -3.666
H 2.949 3.859 -2.564
H 2.487 2.365 -3.542
H 2.018 3.915 -5.878
H 3.132 2.537 -6.083
H 3.664 4.257 -7.763
H 4.971 4.093 -6.647
H 3.672 6.567 -8.221
H 5.394 6.456 -7.606
H 4.313 7.749 -7.067
```


What is the total charge in the second record? 0